No. 1
The following is a DFT calculation (ωB97M-V with the def2-TZVPD basis set) of a cluster of 8 separate species, C72H152N8O8 in total in a non-equilibrium geometry.

Results
- SMILES = CC1(C)CCCC(C)(C)N1O.CC1(C)CCCC(C)(C)N1O.CC1(C)CCCC(C)(C)N1O.CC1(C)CCCC(C)(C)N1O.CC1(C)CCCC(C)(C)N1O.CC1(C)CCCC(C)(C)N1O.CC1(C)CCCC(C)(C)N1O.CC1(C)CCCC(C)(C)N1O
- charge = 0
- multiplicity = 1
- molar mass (g/mol) = 1258.06
- E_HOMO (eV) = -8.0397
- frontier orbital gap (hartree) = 0.3126

Cartesian coordinates (Å):
1 C -15.004 17.669 8.466
2 C -14.134 18.331 9.548
3 C -15.038 19.267 10.377
4 C -16.044 18.551 11.295
5 C -15.298 17.582 12.216
6 C -14.345 16.657 11.486
7 N -13.536 17.422 10.524
8 O -12.520 16.638 9.942
9 C -13.436 16.079 12.567
10 C -15.030 15.460 10.819
11 C -13.105 19.277 8.948
12 H -16.059 17.628 8.733
13 H -14.656 16.655 8.260
14 H -14.950 18.222 7.523
15 H -14.473 19.916 11.053
16 H -15.678 19.819 9.680
17 H -16.813 18.012 10.734
18 H -16.563 19.303 11.894
19 H -16.065 17.002 12.730
20 H -14.819 18.184 12.995
21 H -12.914 16.833 13.161
22 H -13.973 15.332 13.156
23 H -12.596 15.508 12.152
24 H -14.312 14.874 10.248
25 H -15.475 14.836 11.601
26 H -15.846 15.723 10.143
27 H -12.537 18.778 8.157
28 H -12.373 19.637 9.667
29 H -13.632 20.131 8.524
30 H -11.701 17.075 10.199
31 C -12.205 13.457 15.810
32 C -12.072 14.406 17.032
33 C -10.938 13.803 17.879
34 C -9.548 14.238 17.439
35 C -9.499 15.745 17.227
36 C -10.543 16.308 16.256
37 N -11.852 15.810 16.638
38 O -12.912 16.208 15.801
39 C -10.496 17.825 16.468
40 C -10.113 15.994 14.809
41 C -13.352 14.327 17.844
42 H -11.241 13.109 15.432
43 H -12.776 13.886 14.983
44 H -12.732 12.536 16.073
45 H -11.102 14.011 18.939
46 H -10.985 12.717 17.767
47 H -9.241 13.716 16.526
48 H -8.803 13.996 18.200
49 H -8.494 15.995 16.884
50 H -9.640 16.214 18.206
51 H -11.287 18.275 15.857
52 H -10.737 18.059 17.505
53 H -9.561 18.301 16.172
54 H -10.579 16.682 14.101
55 H -9.026 16.066 14.735
56 H -10.298 14.953 14.532
57 H -14.242 14.619 17.279
58 H -13.317 14.991 18.710
59 H -13.561 13.302 18.158
60 H -12.745 15.770 14.952
61 C -11.400 18.877 4.850
62 C -10.870 17.427 5.029
63 C -11.992 16.429 4.793
64 C -12.464 16.307 3.353
65 C -11.260 15.921 2.500
66 C -10.147 16.948 2.646
67 N -9.809 17.097 4.064
68 O -8.673 17.931 4.226
69 C -8.915 16.439 1.897
70 C -10.546 18.254 1.938
71 C -10.298 17.247 6.428
72 H -11.279 19.390 5.824
73 H -12.479 18.944 4.734
74 H -10.728 19.507 4.274
75 H -11.660 15.420 5.079
76 H -12.816 16.638 5.485
77 H -12.937 17.229 2.999
78 H -13.260 15.562 3.255
79 H -11.573 15.881 1.455
80 H -10.907 14.934 2.811
81 H -8.098 17.156 1.910
82 H -8.601 15.487 2.337
83 H -9.176 16.239 0.857
84 H -10.703 18.061 0.867
85 H -11.420 18.772 2.313
86 H -9.706 18.953 1.855
87 H -10.082 16.186 6.590
88 H -10.998 17.608 7.178
89 H -9.349 17.768 6.543
90 H -8.004 17.311 4.525
91 C -8.848 10.967 7.526
92 C -9.821 11.769 8.382
93 C -11.167 11.029 8.345
94 C -12.179 11.520 9.390
95 C -11.513 11.614 10.770
96 C -10.161 12.344 10.843
97 N -9.346 11.834 9.760
98 O -8.039 12.392 9.800
99 C -10.405 13.848 10.851
100 C -9.529 11.932 12.172
101 C -10.025 13.150 7.733
102 H -8.036 11.614 7.183
103 H -9.352 10.512 6.677
104 H -8.362 10.183 8.111
105 H -11.605 11.260 7.364
106 H -11.078 9.940 8.313
107 H -12.957 10.765 9.496
108 H -12.562 12.484 9.057
109 H -11.445 10.642 11.260
110 H -12.200 12.238 11.358
111 H -9.496 14.414 10.621
112 H -11.077 14.119 10.032
113 H -10.835 14.255 11.766
114 H -8.743 12.617 12.499
115 H -10.249 11.856 12.988
116 H -9.059 10.956 12.019
117 H -10.061 13.023 6.643
118 H -9.093 13.725 7.803
119 H -10.866 13.738 8.079
120 H -7.476 11.647 10.026
121 C -15.511 13.193 4.447
122 C -14.617 12.350 5.387
123 C -14.045 13.286 6.458
124 C -15.060 13.570 7.574
125 C -15.630 12.273 8.124
126 C -16.364 11.478 7.049
127 N -15.337 11.248 6.019
128 O -15.805 10.332 5.042
129 C -16.703 10.126 7.644
130 C -17.642 12.155 6.595
131 C -13.469 11.804 4.546
132 H -15.955 12.571 3.671
133 H -14.832 13.885 3.927
134 H -16.216 13.870 4.920
135 H -13.234 12.767 6.981
136 H -13.771 14.242 6.016
137 H -15.829 14.247 7.186
138 H -14.568 14.153 8.354
139 H -16.273 12.543 8.967
140 H -14.806 11.652 8.481
141 H -15.871 9.745 8.247
142 H -17.512 10.196 8.378
143 H -16.977 9.358 6.926
144 H -17.524 13.215 6.384
145 H -18.089 11.657 5.733
146 H -18.400 12.131 7.384
147 H -12.785 11.232 5.183
148 H -12.888 12.621 4.120
149 H -13.835 11.114 3.788
150 H -15.267 9.549 5.182
151 C -10.158 20.233 11.406
152 C -10.364 20.948 12.721
153 C -10.083 22.442 12.514
154 C -10.525 23.334 13.658
155 C -12.038 23.113 13.760
156 C -12.437 21.679 14.093
157 N -11.726 20.790 13.198
158 O -12.076 19.430 13.350
159 C -12.162 21.408 15.590
160 C -13.937 21.539 13.824
161 C -9.319 20.371 13.703
162 H -9.106 20.168 11.120
163 H -10.688 20.601 10.524
164 H -10.492 19.195 11.521
165 H -9.018 22.546 12.288
166 H -10.636 22.738 11.617
167 H -10.376 24.386 13.415
168 H -10.092 23.101 14.631
169 H -12.536 23.525 12.873
170 H -12.452 23.768 14.538
171 H -12.733 20.556 15.962
172 H -11.111 21.149 15.717
173 H -12.382 22.280 16.203
174 H -14.506 22.330 14.328
175 H -14.177 21.696 12.769
176 H -14.319 20.600 14.229
177 H -8.307 20.507 13.316
178 H -9.447 19.283 13.680
179 H -9.427 20.762 14.709
180 H -12.888 19.342 12.834
181 C -16.999 17.822 15.591
182 C -17.670 16.446 15.736
183 C -17.756 16.038 17.209
184 C -18.999 16.602 17.901
185 C -20.253 16.270 17.137
186 C -20.199 16.800 15.688
187 N -18.961 16.320 15.089
188 O -18.912 16.609 13.706
189 C -21.365 16.166 14.951
190 C -20.329 18.330 15.655
191 C -16.730 15.419 15.077
192 H -17.682 18.602 15.930
193 H -16.748 18.007 14.545
194 H -16.055 17.925 16.128
195 H -17.771 14.950 17.307
196 H -16.886 16.421 17.744
197 H -18.859 17.670 18.111
198 H -19.017 16.207 18.925
199 H -21.148 16.705 17.582
200 H -20.311 15.182 17.041
201 H -21.229 15.079 14.939
202 H -22.303 16.330 15.481
203 H -21.427 16.482 13.911
204 H -19.810 18.842 16.465
205 H -19.980 18.717 14.698
206 H -21.384 18.599 15.768
207 H -15.694 15.597 15.377
208 H -16.736 15.501 13.987
209 H -17.015 14.386 15.288
210 H -18.879 15.740 13.295
211 C -14.619 22.622 6.753
212 C -14.641 23.718 7.833
213 C -13.974 23.222 9.108
214 C -12.452 23.241 9.017
215 C -11.966 24.637 8.706
216 C -12.595 25.237 7.444
217 N -14.029 24.971 7.412
218 O -14.622 25.472 6.233
219 C -12.365 26.751 7.466
220 C -11.896 24.677 6.163
221 C -16.106 24.008 8.173
222 H -15.178 21.756 7.109
223 H -13.588 22.302 6.576
224 H -15.004 22.984 5.801
225 H -14.286 23.827 9.964
226 H -14.268 22.184 9.280
227 H -12.126 22.449 8.339
228 H -12.072 23.015 10.019
229 H -10.883 24.671 8.579
230 H -12.239 25.302 9.533
231 H -11.304 26.963 7.610
232 H -12.665 27.202 6.520
233 H -12.954 27.213 8.262
234 H -12.484 23.863 5.750
235 H -11.819 25.446 5.393
236 H -10.869 24.348 6.333
237 H -16.187 24.802 8.916
238 H -16.659 23.106 8.434
239 H -16.600 24.414 7.283
240 H -15.057 26.283 6.514

Cartesian forces (eV/Å) of the 6 atoms listed first:
C 0.351 -0.199 -0.498
C -1.113 0.665 1.074
C -1.436 -0.594 0.460
C 0.545 -0.353 -0.128
C -1.289 0.744 -0.314
C 0.594 -0.542 -0.171


No. 2
The following is a DFT calculation (ωB97M-V with the def2-TZVPD basis set) of the ion C4H11N2 with charge +1 in a non-equilibrium geometry.

Results
- SMILES = C[N+]1(CN)CC1
- charge = +1
- multiplicity = 1
- molar mass (g/mol) = 87.15
- E_HOMO (eV) = -14.6095
- frontier orbital gap (hartree) = 0.4363

Cartesian coordinates (Å):
1 C 1.024 -0.583 0.911
2 C 1.600 -0.594 -0.518
3 C 0.265 1.539 0.179
4 C -0.937 -0.528 -0.655
5 N -2.067 -0.264 0.251
6 N 0.367 0.138 -0.181
7 H 0.751 -1.566 1.328
8 H 1.481 0.095 1.591
9 H 2.417 0.014 -0.630
10 H 1.463 -1.431 -1.164
11 H -0.572 1.580 0.812
12 H 1.244 1.962 0.610
13 H -0.015 2.160 -0.676
14 H -0.925 0.041 -1.569
15 H -0.808 -1.616 -0.903
16 H -2.396 -1.027 0.879
17 H -2.893 0.080 -0.267

Cartesian forces (eV/Å) of the 6 atoms listed first:
C 1.609 -1.785 -1.194
C -1.571 0.164 2.181
C 1.611 1.941 -1.287
C -0.850 0.136 0.296
N 0.176 -0.215 -0.949
N -0.978 -2.583 1.949


No. 3
The following is a DFT calculation (ωB97M-V with the def2-TZVPD basis set) of the molecule C5H10Si in a non-equilibrium geometry.

Results
- charge = 0
- multiplicity = 1
- molar mass (g/mol) = 98.22
- E_HOMO (alpha / beta) (eV) = -8.0874 / -6.9299
- frontier orbital gap (alpha / beta) (hartree) = 0.2965 / 0.2647

Cartesian coordinates (Å):
1 C -1.004 -0.504 -0.093
2 C -1.781 -1.459 0.343
3 C 0.424 -0.814 -0.636
4 C 1.510 -0.084 0.143
5 C 1.610 1.395 0.211
6 Si -1.670 1.247 -0.038
7 H -2.803 -1.293 0.739
8 H -1.624 -2.513 0.076
9 H 0.593 -1.861 -0.220
10 H 0.470 -0.903 -1.744
11 H 1.343 -0.440 1.158
12 H 2.477 -0.520 -0.224
13 H 1.570 1.889 1.191
14 H 2.255 2.005 -0.481
15 H -2.103 1.549 -1.357
16 H -2.431 1.890 1.008

Cartesian forces (eV/Å) of the 6 atoms listed first:
C 1.262 1.330 -0.173
C -2.130 -1.779 -0.228
C -1.312 -1.964 0.841
C 0.975 -0.047 -0.250
C 0.158 1.487 -0.281
Si 2.400 -0.017 -0.091


No. 4
The following is a DFT calculation (ωB97M-V with the def2-TZVPD basis set) of a structure of composition C5H7N in a non-equilibrium geometry.

Results
- charge = 0
- multiplicity = 1
- molar mass (g/mol) = 81.12
- E_HOMO (eV) = -6.8988
- frontier orbital gap (hartree) = 0.2930

Cartesian coordinates (Å):
1 C 1.940 0.130 -0.067
2 C 0.464 0.115 -0.130
3 C -0.425 -0.994 -0.233
4 N -1.743 -0.680 -0.285
5 C -1.753 0.606 0.129
6 C -0.449 0.830 0.573
7 H 2.330 -0.003 0.941
8 H 2.383 -0.648 -0.679
9 H 2.361 1.068 -0.420
10 H -0.107 -1.993 -0.061
11 H -2.439 -1.190 -0.800
12 H -2.334 1.339 -0.385
13 H -0.227 1.421 1.417

Cartesian forces (eV/Å) of the 6 atoms listed first:
C 0.549 -0.272 0.222
C -1.302 -3.668 2.291
C 1.748 -2.056 -2.977
N 1.181 -0.398 -0.393
C -0.943 0.481 0.951
C -0.624 4.366 -0.251


Record-wise energy above the lowest of the compared OMol25 structures with the same formula, charge and spin values, in eV: 0.377, 2.820, 4.058, 3.346